*A*
9
Properties=species:S:1:pos:R:3:mulliken_charge:R:1 method="wB97M-V/def2-TZVPD" total_charge=0
C 2.36057 -0.82630 -0.99717 0.219
C 0.91814 -2.21086 0.26814 0.468
N 0.13150 -0.13336 0.10178 -0.391
O 1.01691 -3.34644 0.38398 -0.334
O 2.41413 -0.89534 -2.17718 -0.381
O -0.12381 -1.43313 0.56333 -0.155
I 3.66450 0.19020 0.23634 0.084
H -0.09397 0.64697 0.70866 0.251
H -0.44182 0.12210 -0.68541 0.240

---

*B*
9
Properties=species:S:1:pos:R:3:mulliken_charge:R:1 method="wB97M-V/def2-TZVPD" total_charge=0
C -1.31827 1.36322 -0.81379 0.780
C 0.67630 -0.36448 -0.04280 -0.531
N 1.11447 -1.17622 -0.81835 0.353
O -0.74692 2.37627 -0.62644 -0.394
O -1.65696 0.26873 -1.02542 -0.347
O 1.05024 -2.29908 -1.07163 -0.495
I 0.45565 1.35887 -4.03388 -0.004
H -0.03062 -0.91276 0.58055 0.296
H 0.70705 0.72407 0.28795 0.342

---

*C*
9
Properties=species:S:1:pos:R:3:mulliken_charge:R:1 method="wB97M-V/def2-TZVPD" total_charge=0
C -1.70586 -2.81335 2.10611 0.116
C -0.44505 -0.11234 0.03457 -0.506
N -0.52849 -1.42454 -0.14083 0.878
O -1.22742 -1.91122 -1.07526 -0.665
O -2.65575 -2.28213 1.76471 -0.163
O 0.12387 -2.24663 0.61622 -0.537
I -0.42667 -4.05928 0.09936 0.318
H 0.12991 0.11681 0.95784 0.253
H -0.81735 0.62599 -0.63677 0.305

---

Winner for stability: *B*

---

*A*
23
Properties=species:S:1:pos:R:3:mulliken_charge:R:1 method="wB97M-V/def2-TZVPD" total_charge=+1
C -0.50654 1.55806 0.39031 -0.632
C 0.19338 0.87566 -0.77967 -0.857
C 0.32050 -0.64487 -0.63004 0.525
C -0.27873 -1.38319 -1.57681 -0.419
N -0.27096 -2.76902 -1.61922 -0.459
C 1.00335 -1.17903 0.59304 -0.781
C 0.16705 -1.20473 1.90217 -1.043
N -0.60728 3.06414 0.08525 -0.267
H -1.53935 1.22802 0.45577 0.315
H 0.16052 1.50682 1.23135 0.378
H -0.29184 1.06135 -1.73023 0.523
H 1.24360 1.20448 -0.76952 0.329
H -0.99446 -0.86245 -2.19395 0.295
H 0.45419 -3.17471 -1.04864 0.208
H -0.35255 -3.17012 -2.53935 0.260
H 1.93148 -0.63165 0.74003 0.372
H 1.20522 -2.23949 0.46127 0.265
H -0.49576 -2.05278 1.88320 0.302
H 0.89942 -1.27825 2.71396 0.316
H -0.32887 -0.28336 2.20767 0.274
H 0.27314 3.58956 0.13819 0.353
H -1.08069 3.29850 -0.78709 0.358
H -1.10479 3.48706 0.87230 0.386

---

*B*
23
Properties=species:S:1:pos:R:3:mulliken_charge:R:1 method="wB97M-V/def2-TZVPD" total_charge=+1
C -2.25278 -1.14884 1.53596 -1.334
C -1.87693 0.07006 0.63644 0.021
C -1.50382 -0.41381 -0.84829 -0.787
C -0.65596 0.63237 -1.61025 -0.740
C 0.87488 0.57809 -1.25862 -0.503
N 0.98456 0.41705 0.20949 0.023
C 2.20796 0.82154 0.68611 -0.380
N 3.21242 -0.37507 0.86721 -0.395
H -2.57657 -1.90366 0.85726 0.349
H -1.38068 -1.60842 1.85535 0.403
H -2.96949 -0.96429 2.27025 0.366
H -2.69733 0.86460 0.53522 0.356
H -0.93537 0.58848 1.04589 0.105
H -2.32942 -0.88234 -1.43305 0.424
H -0.78026 -1.15853 -0.73069 0.406
H -0.62640 0.45614 -2.70289 0.345
H -0.99637 1.71611 -1.56757 0.388
H 1.52028 1.44523 -1.71929 0.468
H 1.26396 -0.41992 -1.60177 0.286
H 2.49777 1.65709 0.03936 0.345
H 2.15400 1.26741 1.74905 0.316
H 4.17596 -0.41762 0.52698 0.263
H 2.68960 -1.22167 0.65786 0.273

---

*C*
23
Properties=species:S:1:pos:R:3:mulliken_charge:R:1 method="wB97M-V/def2-TZVPD" total_charge=+1
C -2.42777 0.22263 1.30630 -1.010
C -1.92807 0.21671 -0.19186 -0.721
C -0.61440 -0.36334 -0.49391 0.349
C -0.63713 -1.59336 -1.06745 -0.193
N 0.51554 -2.34715 -1.55171 -0.538
C 0.70355 0.21926 -0.29509 -0.290
C 0.95384 1.63949 -0.79291 -1.355
N 2.76993 1.38561 2.34518 -0.696
H -2.07338 -0.78387 1.68668 0.329
H -3.41772 0.62808 1.30753 0.383
H -2.69024 -0.18077 -0.81756 0.476
H -1.83092 1.34399 -0.52171 0.336
H -1.56028 -2.19015 -1.27590 0.405
H 0.86092 -3.09730 -0.85072 0.343
H 1.36256 -1.79239 -1.84211 0.323
H 1.60259 -0.37997 -0.19268 0.591
H 2.63769 0.87895 3.22853 0.255
H 0.42377 2.36572 -0.26986 0.466
H 1.99360 1.98765 -0.70325 0.399
H 0.63866 1.77744 -1.82301 0.409
H -1.84168 1.01525 1.79121 0.263
H 2.32284 0.82513 1.51723 0.211
H 2.27325 2.28464 2.42089 0.264

---

*D*
23
Properties=species:S:1:pos:R:3:mulliken_charge:R:1 method="wB97M-V/def2-TZVPD" total_charge=+1
C -1.77748 -0.30465 -0.68768 0.230
C -3.02783 0.17596 -1.29675 -1.072
C 2.11282 0.48076 -1.25889 -1.382
C 1.39102 -1.33985 0.42160 -1.017
C -1.92799 0.46908 1.61527 -0.969
C 2.19779 -0.18062 0.12603 1.084
N -1.38088 -0.28823 0.48177 -0.412
N 2.92216 0.41328 1.00474 -0.391
H -3.88441 0.08941 -0.57567 0.292
H -3.10435 -0.21826 -2.34390 0.306
H -2.62465 1.20032 -1.32224 0.288
H 1.14642 0.62035 -1.63561 0.292
H 2.63709 1.34179 -1.42524 0.426
H 2.43119 -0.30004 -1.86689 0.423
H -1.05509 -0.81626 -1.46936 0.260
H 1.87035 -1.72095 1.36354 0.363
H 1.35308 -1.96660 -0.44532 0.352
H -1.54891 1.47621 1.66230 0.327
H -1.59318 0.00303 2.48675 0.338
H -3.05117 0.51129 1.46182 0.269
H 3.68689 1.19448 1.00571 0.301
H 2.93169 0.07624 2.03101 0.275
H 0.29545 -0.91675 0.66703 0.417

---

Winner for stability: *A*

---

*A*
8
Properties=species:S:1:pos:R:3:mulliken_charge:R:1 method="wB97M-V/def2-TZVPD" total_charge=0
C -0.11387 0.59025 0.01047 0.378
O 1.52982 -1.60829 -0.19100 -0.455
O 0.59531 0.62941 1.16866 -0.319
O -0.73575 1.58022 -0.58292 -0.418
S -1.58382 -1.37178 0.10928 -0.279
S 1.56035 -0.15840 -0.12141 0.501
H -0.84286 2.32725 0.08205 0.395
H -0.40919 -1.98866 -0.47513 0.196

---

*B*
8
Properties=species:S:1:pos:R:3:mulliken_charge:R:1 method="wB97M-V/def2-TZVPD" total_charge=0
C -0.36223 1.50928 -1.22848 -0.082
O 2.62345 -2.51575 2.62490 -0.349
O 1.61758 -1.05924 0.87611 -0.357
O 0.82629 1.42445 -0.79885 -0.159
S -1.78153 0.67666 -0.62514 -0.084
S 2.31335 -2.27171 1.24182 0.677
H 0.98170 1.07972 0.13393 0.297
H -1.39897 -0.02753 0.37043 0.057

---

Winner for stability: *B*

---

*A*
19
Properties=species:S:1:pos:R:3:mulliken_charge:R:1 method="wB97M-V/def2-TZVPD" total_charge=0 spin_multiplicity=2
N 1.07138 -0.22824 1.53310 -2.005
C 0.19220 1.02678 1.46169 -1.012
C -0.27897 1.16753 -0.05228 -0.363
N 0.70165 0.45195 -0.94075 -0.498
C 0.03190 -0.66781 -1.65350 -0.526
C -1.15748 -1.28312 -0.86091 -0.998
H 1.17451 -0.79098 0.67116 0.304
H 0.63393 -0.87052 2.20227 0.928
H 2.07624 0.09517 1.90800 1.001
H -0.69617 0.88537 2.03929 0.186
H 0.61585 1.98400 1.97809 0.446
H -0.44068 2.28332 -0.35154 0.392
H -1.38862 1.10717 -0.13407 0.242
H 1.22825 1.19582 -1.45209 0.289
H 0.82944 -1.53007 -1.80045 0.291
H -0.18097 -0.38300 -2.73599 0.320
H -2.17388 -0.87913 -1.16465 0.277
H -1.15324 -2.33785 -0.91053 0.451
H -1.08536 -1.22639 0.26318 0.276

---

*B*
19
Properties=species:S:1:pos:R:3:mulliken_charge:R:1 method="wB97M-V/def2-TZVPD" total_charge=0 spin_multiplicity=2
C 2.15703 0.60950 -0.22422 -1.379
C 0.77748 0.12396 0.05604 -0.570
C -0.41012 0.92034 -0.37216 -0.635
C -1.49822 0.61374 0.57185 -0.542
N -1.91678 -0.74803 0.43067 -0.686
N 0.50296 -1.29412 -0.56571 -1.911
H 2.28832 0.88431 -1.23937 0.435
H 2.80198 -0.25301 -0.11717 0.536
H 2.35909 1.44553 0.52313 0.404
H 0.76488 -0.16445 1.11663 -0.054
H -0.11916 1.91432 -0.08187 0.256
H -0.72553 0.83426 -1.39382 0.397
H -2.28767 1.37754 0.34747 0.327
H -1.08929 0.81123 1.55857 0.346
H -2.93066 -0.69378 0.13809 0.248
H -1.99662 -1.30697 1.28955 0.360
H 1.07813 -2.03973 -0.04106 1.162
H 0.68452 -1.45482 -1.55797 0.946
H -0.44034 -1.57982 -0.43867 0.361

---

Winner for stability: *B*